[1]
Density functional theory data (ωB97M-V/def2-TZVPD) for the molecule C21H19N3O3S.

The spin multiplicity is 1. The SMILES is COc1ccc(CNn2c(-c3cccs3)nc3ccccc3c2=O)cc1OC. As for the HOMO energy: -8.0 eV. Its total charge is 0.

CARTESIAN COORDINATES (ANGSTROEM)
C (-2.972, -1.950, -2.300)
H (-2.235, -2.596, -1.810)
O (-3.107, -0.724, -1.627)
C (-1.997, 0.048, -1.470)
C (-0.750, -0.228, -2.002)
C (0.338, 0.585, -1.714)
C (0.187, 1.702, -0.914)
C (-1.080, 2.022, -0.428)
C (-2.168, 1.208, -0.680)
O (-3.417, 1.409, -0.186)
C (-3.581, 2.400, 0.803)
H (-4.601, 2.285, 1.167)
H (-2.877, 2.257, 1.629)
H (-3.460, 3.406, 0.388)
H (-1.191, 2.896, 0.195)
C (1.390, 2.417, -0.359)
N (1.651, 1.988, 1.036)
N (1.299, 0.638, 1.216)
C (2.049, -0.369, 0.672)
N (1.613, -1.580, 0.534)
C (0.342, -1.877, 0.913)
C (-0.184, -3.143, 0.623)
C (-1.476, -3.446, 0.980)
C (-2.275, -2.512, 1.642)
C (-1.773, -1.269, 1.947)
C (-0.464, -0.939, 1.586)
C (0.044, 0.400, 1.789)
O (-0.533, 1.316, 2.354)
H (-2.371, -0.525, 2.450)
H (-3.289, -2.767, 1.909)
H (-1.883, -4.420, 0.744)
H (0.445, -3.851, 0.106)
C (3.398, -0.116, 0.226)
C (4.263, 0.919, 0.473)
C (5.524, 0.718, -0.115)
C (5.602, -0.457, -0.799)
S (4.142, -1.354, -0.733)
H (6.441, -0.848, -1.340)
H (6.337, 1.417, -0.033)
H (3.998, 1.778, 1.060)
H (1.018, 2.486, 1.671)
H (2.280, 2.180, -0.948)
H (1.257, 3.499, -0.337)
H (1.310, 0.323, -2.105)
H (-0.596, -1.102, -2.614)
H (-2.693, -1.807, -3.349)
H (-3.953, -2.419, -2.250)


[2]
Density functional theory data (ωB97M-V/def2-TZVPD) for the molecule C21H19N5O4S in a non-equilibrium geometry.

The spin multiplicity is 1. The SMILES is Cc1ccc(Cn2c(=O)n(CCC(=O)O)c(=O)[nH]/c2=N\c2nc3ccccc3s2)cc1. As for the HOMO energy: -8.7 eV. Its total charge is 0.

CARTESIAN COORDINATES (ANGSTROEM)
O (-2.543, 2.157, 1.131)
O (-2.009, -2.139, 1.980)
O (-5.890, -1.598, -1.565)
N (1.679, 2.830, 0.675)
N (1.668, 0.476, 1.268)
O (-6.600, -0.713, 0.384)
S (4.025, 1.892, 1.213)
C (-1.831, 1.162, 1.302)
C (-1.525, -1.082, 1.676)
C (-5.620, -1.094, -0.493)
C (2.292, 1.714, 1.013)
C (0.388, 0.323, 1.387)
C (3.197, 6.174, 0.080)
C (4.544, 5.908, 0.409)
C (2.199, 5.188, 0.231)
C (4.889, 4.583, 0.829)
C (1.855, -2.788, -1.960)
C (-0.252, -3.964, -1.688)
C (1.754, -2.312, -0.659)
C (-0.345, -3.500, -0.366)
C (2.558, 3.893, 0.596)
C (3.888, 3.588, 0.862)
C (0.832, -3.603, -2.498)
C (0.663, -2.658, 0.169)
N (-0.498, 1.350, 1.347)
N (-0.160, -0.940, 1.621)
N (-2.397, -0.040, 1.429)
C (0.971, -4.081, -3.931)
C (0.654, -2.154, 1.576)
C (-4.159, -0.842, -0.139)
C (-3.875, -0.217, 1.212)
H (-7.424, -0.888, -0.093)
H (2.900, 7.190, -0.265)
H (5.312, 6.672, 0.324)
H (1.130, 5.352, 0.002)
H (5.920, 4.332, 1.070)
H (2.708, -2.473, -2.558)
H (-1.032, -4.631, -2.064)
H (2.541, -1.738, -0.180)
H (-1.170, -3.857, 0.220)
H (-0.140, 2.247, 1.015)
H (1.689, -3.543, -4.522)
H (1.307, -5.140, -3.949)
H (0.035, -4.032, -4.494)
H (1.714, -1.948, 1.926)
H (0.282, -2.928, 2.268)
H (-3.667, -1.808, -0.258)
H (-3.797, -0.130, -0.867)
H (-4.419, 0.694, 1.363)
H (-4.239, -0.884, 1.975)


[3]
Density functional theory data (ωB97M-V/def2-TZVPD) for a structure of composition C21H19N5OPdS.

The spin multiplicity is 5. As for the HOMO energy (spin up / spin down): -13.1 / -15.0 eV. The expectation value of S² is 6.09. Its total charge is +2.

CARTESIAN COORDINATES (ANGSTROEM)
Pd (0.221, 0.054, 0.402)
S (1.397, -4.131, -0.868)
C (2.586, -3.108, -1.551)
C (2.363, -1.759, -1.313)
C (1.243, -1.514, -0.530)
C (0.606, -2.764, -0.197)
C (-0.587, -2.808, 0.603)
C (-1.260, -3.974, 0.962)
C (-2.402, -3.880, 1.746)
C (-2.841, -2.631, 2.145)
C (-2.129, -1.497, 1.746)
N (-1.040, -1.588, 1.003)
H (3.400, -3.542, -2.115)
H (3.047, -1.009, -1.687)
H (-0.895, -4.938, 0.635)
H (-2.935, -4.774, 2.037)
H (-3.723, -2.511, 2.758)
H (-2.441, -0.498, 2.025)
C (1.930, 1.513, 1.531)
C (1.096, 2.632, 1.438)
C (0.222, 3.010, 2.500)
C (-0.655, 4.051, 2.350)
C (-0.698, 4.757, 1.137)
C (0.206, 4.457, 0.101)
C (1.092, 3.425, 0.250)
C (-1.690, 5.756, 0.919)
N (-2.504, 6.532, 0.681)
H (1.989, 0.926, 2.442)
H (2.703, 1.359, 0.787)
H (0.255, 2.456, 3.430)
H (-1.329, 4.326, 3.149)
H (0.199, 5.058, -0.799)
H (1.804, 3.197, -0.534)
C (-2.660, 2.763, -3.790)
N (-2.202, 2.170, -2.544)
C (-2.734, 2.517, -1.235)
C (-1.868, 1.664, -0.337)
O (-1.886, 1.557, 0.875)
N (-0.976, 0.977, -1.109)
C (-1.193, 1.316, -2.397)
N (-0.461, 0.842, -3.395)
H (-3.696, 3.069, -3.669)
H (-2.633, 2.026, -4.593)
H (-2.063, 3.634, -4.061)
H (-3.790, 2.259, -1.138)
H (-2.607, 3.578, -1.003)
H (0.268, 0.177, -3.199)
H (-0.608, 1.127, -4.348)


Ordered E_tot results: -43532.78913 -48563.65425 -45880.50360; unit eV.
Ordered ΔE to the lowest compared entry with this formula, charge and spin results: 75.3 1.4 0.0; unit kcal per mole.